Record 1
C15H35N8O20 | ωB97M-V/def2-TZVPD

Bonds (Å) are listed after each position.
CARTESIAN COORDINATES (ANGSTROEM)
1 C -0.62514 3.25508 -1.11916  C2 1.518, H12 1.094, H13 1.088, H14 1.087
2 C -1.82559 3.60602 -1.97886  C1 1.518, O3 1.444, H15 1.090, H16 1.091
3 O -2.54047 4.76505 -1.49875  C2 1.444, C4 1.364
4 C -3.59952 4.44539 -0.70041  O3 1.364, O5 1.202, C6 1.501
5 O -3.46197 3.81996 0.31708  C4 1.202
6 C -4.90855 4.97187 -1.21125  C4 1.501, C7 1.532, H17 1.084, H18 1.099
7 C -6.12395 4.15328 -0.76438  C6 1.532, C8 1.529, H19 1.092, H20 1.094
8 C -5.93193 2.63630 -0.74674  C7 1.529, C9 1.547, H21 1.094, H22 1.091
9 C -5.41906 2.00085 -2.06121  C8 1.547, O10 1.245, O11 1.253
10 O -4.93763 2.77155 -2.91220  C9 1.245
11 O -5.51484 0.75342 -2.12601  C9 1.253
12 H -0.31935 2.23204 -1.35782  C1 1.094
13 H 0.22362 3.90601 -1.31684  C1 1.088
14 H -0.88861 3.27777 -0.06441  C1 1.087
15 H -1.52095 3.83222 -3.00020  C2 1.090
16 H -2.52291 2.76854 -2.02518  C2 1.091
17 H -4.86836 5.03926 -2.29227  C6 1.084
18 H -4.99581 5.99861 -0.82867  C6 1.099
19 H -6.94788 4.39158 -1.44065  C7 1.092
20 H -6.41834 4.47244 0.23997  C7 1.094
21 H -6.89648 2.16591 -0.53173  C8 1.094
22 H -5.26230 2.33536 0.06036  C8 1.091
23 C 3.89934 1.43539 -1.30029  N24 1.489, H27 1.082, H28 1.085, H29 1.086
24 N 2.83998 2.18878 -0.57418  C23 1.489, O25 1.208, O26 1.218
25 O 2.53323 3.29193 -0.96068  N24 1.208
26 O 2.34168 1.61597 0.37842  N24 1.218
27 H 4.25545 2.04080 -2.12361  C23 1.082
28 H 4.68950 1.21986 -0.58880  C23 1.085
29 H 3.43355 0.51628 -1.64455  C23 1.086
30 C 7.95396 -0.71362 -2.63639  N31 1.486, H34 1.083, H35 1.086, H36 1.085
31 N 7.01117 0.10805 -1.83427  C30 1.486, O32 1.212, O33 1.218
32 O 6.69368 1.20601 -2.23747  N31 1.212
33 O 6.59275 -0.39362 -0.80668  N31 1.218
34 H 8.23782 -0.15572 -3.52025  C30 1.083
35 H 8.80935 -0.93083 -2.00399  C30 1.086
36 H 7.39863 -1.61535 -2.87437  C30 1.085
37 C 3.95594 0.39701 2.77010  N38 1.488, H41 1.082, H42 1.086, H43 1.086
38 N 4.26801 -0.73470 3.68515  C37 1.488, O39 1.210, O40 1.220
39 O 3.55948 -1.71479 3.65602  N38 1.210
40 O 5.23814 -0.60359 4.41304  N38 1.220
41 H 3.07660 0.15088 2.18945  C37 1.082
42 H 3.78857 1.27362 3.38824  C37 1.086
43 H 4.82735 0.53932 2.13727  C37 1.086
44 C -3.55093 -0.73212 -0.29751  N45 1.488, H48 1.083, H49 1.085, H50 1.085
45 N -2.26009 -0.30296 0.30464  C44 1.488, O46 1.214, O47 1.218
46 O -1.43468 0.23103 -0.40770  N45 1.214
47 O -2.10144 -0.52814 1.49112  N45 1.218
48 H -3.56716 -0.46355 -1.34702  C44 1.083
49 H -3.61028 -1.80631 -0.15657  C44 1.085
50 H -4.35146 -0.22124 0.22738  C44 1.085
51 C -6.97448 -1.63376 -2.78459  N52 1.488, H55 1.080, H56 1.086, H57 1.084
52 N -7.81435 -2.60323 -2.02977  C51 1.488, O53 1.217, O54 1.217
53 O -7.31239 -3.20233 -1.09677  N52 1.217
54 O -8.96704 -2.74891 -2.39134  N52 1.217
55 H -5.98828 -1.60176 -2.34452  C51 1.080
56 H -6.95130 -1.97862 -3.81460  C51 1.086
57 H -7.43243 -0.65361 -2.71440  C51 1.084
58 C 4.13431 -3.50243 -1.59383  N59 1.490, H62 1.083, H63 1.086, H64 1.086
59 N 4.90702 -3.58091 -2.86556  C58 1.490, O60 1.219, O61 1.209
60 O 5.55126 -2.60020 -3.19585  N59 1.219
61 O 4.84624 -4.61191 -3.49316  N59 1.209
62 H 4.29754 -2.52388 -1.15853  C58 1.083
63 H 3.08996 -3.66609 -1.84198  C58 1.086
64 H 4.49861 -4.29644 -0.94931  C58 1.086
65 C 6.48686 -0.98687 7.13743  N66 1.489, H69 1.082, H70 1.085, H71 1.085
66 N 7.29512 -1.02805 8.38751  C65 1.489, O67 1.214, O68 1.215
67 O 7.66441 -2.11069 8.79472  N66 1.214
68 O 7.53621 0.03562 8.92189  N66 1.215
69 H 6.35514 -1.99954 6.77925  C65 1.082
70 H 5.53590 -0.52347 7.37880  C65 1.085
71 H 7.02606 -0.37857 6.41932  C65 1.085
72 C -4.23299 -5.43079 1.43332  N73 1.489, H76 1.083, H77 1.086, H78 1.086
73 N -3.37918 -4.99649 0.29292  C72 1.489, O74 1.212, O75 1.214
74 O -2.89549 -3.88638 0.34623  N73 1.212
75 O -3.23343 -5.78728 -0.61624  N73 1.214
76 H -4.26692 -4.62267 2.15373  C72 1.083
77 H -5.21642 -5.65105 1.02910  C72 1.086
78 H -3.78205 -6.32663 1.84902  C72 1.086

## Properties
net charge: -1
LUMO energy: 0.91 eV
ΔE to the lowest compared entry with this formula, charge and spin: 0.0 kJ/mol

Record 2
C15H36Cl2N11O24 | ωB97M-V/def2-TZVPD

Bonds (Å) are listed after each position.
CARTESIAN COORDINATES (ANGSTROEM)
1 C -1.78412 1.09256 0.66079  C2 1.602, H9 1.149, H10 1.130, H11 1.141
2 C -3.20248 0.66934 0.04761  C1 1.602, Cl3 1.841, C4 1.418
3 Cl -3.41169 -1.04233 -0.59734  C2 1.841
4 C -4.25453 1.61776 -0.01322  C2 1.418, Cl5 1.838, C6 1.595
5 Cl -3.94254 3.31685 0.61448  C4 1.838
6 C -5.69681 1.28004 -0.60399  C4 1.595, O7 1.274, O8 1.399
7 O -6.36686 2.16462 -1.23039  C6 1.274
8 O -6.32562 0.03954 -0.45483  C6 1.399
9 H -1.98203 1.45321 1.73386  C1 1.149
10 H -1.04279 0.24001 0.65488  C1 1.130
11 H -1.37252 2.00953 0.12175  C1 1.141
12 C 2.47401 2.34957 -0.69818  N13 1.485, H16 1.089, H17 1.089, H18 1.089
13 N 1.22893 2.16829 0.09143  C12 1.485, O14 1.222, O15 1.216
14 O 1.01638 1.05658 0.55301  N13 1.222
15 O 0.51332 3.14304 0.21966  N13 1.216
16 H 3.01006 1.40201 -0.72939  C12 1.089
17 H 2.18483 2.66249 -1.70055  C12 1.089
18 H 3.06882 3.11505 -0.20134  C12 1.089
19 C 5.47617 -1.81395 -1.48269  N20 1.484, H23 1.086, H24 1.088, H25 1.082
20 N 4.87073 -0.62491 -2.13194  C19 1.484, O21 1.221, O22 1.218
21 O 3.95340 -0.06957 -1.54705  N20 1.221
22 O 5.33317 -0.28596 -3.20599  N20 1.218
23 H 4.96701 -1.99662 -0.54084  C19 1.086
24 H 5.34911 -2.65649 -2.15907  C19 1.088
25 H 6.52292 -1.59735 -1.31761  C19 1.082
26 C 4.73508 -6.27960 0.15933  N27 1.486, H30 1.090, H31 1.089, H32 1.089
27 N 5.06363 -5.12681 -0.71922  C26 1.486, O28 1.220, O29 1.218
28 O 6.23327 -4.97109 -1.03019  N27 1.220
29 O 4.13766 -4.41673 -1.06755  N27 1.218
30 H 5.65405 -6.81883 0.38732  C26 1.090
31 H 4.28436 -5.88245 1.06770  C26 1.089
32 H 4.03666 -6.91586 -0.38263  C26 1.089
33 C 7.01269 0.35652 -5.71919  N34 1.486, H37 1.087, H38 1.089, H39 1.089
34 N 8.37472 -0.02463 -6.17659  C33 1.486, O35 1.218, O36 1.218
35 O 9.19410 -0.31055 -5.32166  N34 1.218
36 O 8.57276 -0.02316 -7.37883  N34 1.218
37 H 6.98147 0.31136 -4.63404  C33 1.087
38 H 6.82083 1.36974 -6.06893  C33 1.089
39 H 6.30984 -0.35174 -6.15465  C33 1.089
40 C 1.60783 0.98154 3.54892  N41 1.486, H44 1.088, H45 1.090, H46 1.089
41 N 1.66030 -0.20047 4.44783  C40 1.486, O42 1.221, O43 1.216
42 O 2.76158 -0.65483 4.71469  N41 1.221
43 O 0.59807 -0.63036 4.85345  N41 1.216
44 H 2.62317 1.25321 3.26787  C40 1.088
45 H 1.02599 0.70283 2.67082  C40 1.090
46 H 1.13025 1.79126 4.09873  C40 1.089
47 C 7.83784 1.10104 1.23118  N48 1.486, H51 1.088, H52 1.089, H53 1.089
48 N 7.35001 0.15650 0.19313  C47 1.486, O49 1.219, O50 1.220
49 O 7.44555 0.50454 -0.97086  N48 1.219
50 O 6.88785 -0.90200 0.58572  N48 1.220
51 H 8.21905 1.99399 0.74059  C47 1.088
52 H 6.99456 1.34430 1.87577  C47 1.089
53 H 8.62793 0.59837 1.78668  C47 1.089
54 C -8.42950 1.70503 1.75278  N55 1.487, H58 1.087, H59 1.089, H60 1.089
55 N -9.04868 2.15552 3.02795  C54 1.487, O56 1.221, O57 1.220
56 O -8.46447 3.01663 3.66637  N55 1.221
57 O -10.10222 1.62952 3.34823  N55 1.220
58 H -7.50372 2.25164 1.58958  C54 1.087
59 H -8.23486 0.63699 1.83699  C54 1.089
60 H -9.14554 1.91547 0.96019  C54 1.089
61 C 0.81749 -0.98165 -2.85976  N62 1.486, H65 1.088, H66 1.089, H67 1.089
62 N -0.16997 -0.53349 -1.84430  C61 1.486, O63 1.218, O64 1.218
63 O -0.49840 -1.34006 -0.99283  N62 1.218
64 O -0.57572 0.61016 -1.94396  N62 1.218
65 H 1.09028 -2.01408 -2.65114  C61 1.088
66 H 0.34461 -0.89689 -3.83713  C61 1.089
67 H 1.68677 -0.32976 -2.78283  C61 1.089
68 C 9.23954 -7.41648 -0.35286  N69 1.485, H72 1.088, H73 1.089, H74 1.089
69 N 8.62487 -7.01009 0.93674  C68 1.485, O70 1.215, O71 1.219
70 O 9.37375 -6.67978 1.83519  N69 1.215
71 O 7.40759 -7.03756 0.99813  N69 1.219
72 H 10.32107 -7.34349 -0.26350  C68 1.088
73 H 8.93668 -8.44333 -0.55167  C68 1.089
74 H 8.86845 -6.73877 -1.12065  C68 1.089
75 C -10.97754 5.17034 3.44291  N76 1.486, H79 1.088, H80 1.089, H81 1.089
76 N -11.60018 6.35496 2.79633  C75 1.486, O77 1.221, O78 1.217
77 O -12.52765 6.89270 3.38086  N76 1.221
78 O -11.13865 6.70471 1.72605  N76 1.217
79 H -11.48830 4.97654 4.38341  C75 1.088
80 H -11.08853 4.32741 2.76282  C75 1.089
81 H -9.92781 5.40259 3.61493  C75 1.089
82 C -13.22607 1.75881 0.06466  N83 1.485, H86 1.088, H87 1.089, H88 1.089
83 N -11.91534 2.42843 0.26326  C82 1.485, O84 1.220, O85 1.215
84 O -11.61433 2.74471 1.40200  N83 1.220
85 O -11.23725 2.61176 -0.72780  N83 1.215
86 H -13.71929 1.66142 1.02942  C82 1.088
87 H -13.81353 2.38094 -0.60864  C82 1.089
88 H -13.03155 0.77971 -0.37012  C82 1.089

## Properties
net charge: -1
LUMO energy: 0.54 eV

Record 3
C15H36ClF3N4O6P | ωB97M-V/def2-TZVPD

Bonds (Å) are listed after each position.
CARTESIAN COORDINATES (ANGSTROEM)
1 O -2.74307 -3.33895 -1.45959  C2 1.233
2 C -2.48685 -2.18947 -1.09305  O1 1.233, O3 1.234, C4 1.577
3 O -1.74740 -1.75450 -0.20573  C2 1.234
4 C -3.36604 -1.10130 -1.82060  C2 1.577, N5 1.473, P10 1.860, H13 1.080
5 N -4.51202 -0.86679 -0.92604  C4 1.473, C6 1.407, H14 1.015
6 C -5.60939 -0.15011 -1.43869  N5 1.407, F7 1.369, F8 1.357, F9 1.350
7 F -5.69802 1.11161 -0.91397  C6 1.369
8 F -6.78900 -0.74829 -1.13379  C6 1.357
9 F -5.58811 -0.01958 -2.78258  C6 1.350
10 P -2.50206 0.50378 -2.19017  C4 1.860, O11 1.638, Cl12 2.064
11 O -2.29292 1.02191 -0.65050  P10 1.638, H15 0.961
12 Cl -0.62251 -0.18244 -2.69730  P10 2.064
13 H -3.67211 -1.52632 -2.76551  C4 1.080
14 H -4.15438 -0.33848 -0.13699  N5 1.015
15 H -2.36933 1.97955 -0.67859  O11 0.961
16 C -7.89429 -4.83491 1.73103  C17 1.527, H22 1.090, H23 1.090, H24 1.093
17 C -6.54265 -4.12804 1.66443  C16 1.527, C18 1.535, N21 1.459, H25 1.095
18 C -6.50782 -2.79295 2.42144  C17 1.535, O19 1.413, H26 1.092, H27 1.101
19 O -7.15423 -1.71751 1.77159  C18 1.413, C20 1.408
20 C -8.55093 -1.65300 1.93614  O19 1.408, H28 1.096, H29 1.094, H30 1.090
21 N -6.13413 -4.00745 0.26885  C17 1.459, H31 1.019, H32 1.016
22 H -8.61915 -4.37748 1.05747  C16 1.090
23 H -7.78402 -5.87517 1.42616  C16 1.090
24 H -8.30660 -4.81713 2.74334  C16 1.093
25 H -5.81116 -4.77385 2.16076  C17 1.095
26 H -5.46424 -2.48603 2.51586  C18 1.092
27 H -6.91122 -2.90989 3.43920  C18 1.101
28 H -8.85259 -1.99179 2.93385  C20 1.096
29 H -9.08033 -2.24357 1.18275  C20 1.094
30 H -8.84609 -0.61026 1.81677  C20 1.090
31 H -5.17967 -3.65666 0.21113  N21 1.019
32 H -6.69271 -3.27852 -0.16624  N21 1.016
33 C 4.34802 -0.46634 0.90681  C34 1.526, H39 1.091, H40 1.091, H41 1.092
34 C 3.01951 0.26914 1.05562  C33 1.526, C35 1.532, N38 1.466, H42 1.094
35 C 1.99580 -0.06127 -0.03580  C34 1.532, O36 1.414, H43 1.092, H44 1.097
36 O 2.25805 0.55751 -1.28005  C35 1.414, C37 1.410
37 C 3.18436 -0.10140 -2.11379  O36 1.410, H45 1.094, H46 1.096, H47 1.091
38 N 3.29015 1.70705 1.13872  C34 1.466, H48 1.016, H49 1.016
39 H 4.95871 -0.03034 0.11539  C33 1.091
40 H 4.92060 -0.39714 1.83252  C33 1.091
41 H 4.19036 -1.52252 0.68072  C33 1.092
42 H 2.57519 -0.04335 2.00523  C34 1.094
43 H 1.02000 0.31968 0.27269  C35 1.092
44 H 1.88296 -1.14430 -0.16523  C35 1.097
45 H 3.12952 -1.18722 -1.98908  C37 1.094
46 H 4.21118 0.23503 -1.93269  C37 1.096
47 H 2.92314 0.14208 -3.14419  C37 1.091
48 H 2.42669 2.19918 1.34843  N38 1.016
49 H 3.53567 2.01338 0.20121  N38 1.016
50 C 8.39644 4.80342 -0.05668  C51 1.525, H56 1.089, H57 1.089, H58 1.092
51 C 8.37334 3.27978 -0.12079  C50 1.525, C52 1.534, N55 1.465, H59 1.095
52 C 7.44273 2.71427 -1.20072  C51 1.534, O53 1.409, H60 1.093, H61 1.099
53 O 6.07338 2.76581 -0.87328  C52 1.409, C54 1.413
54 C 5.42145 3.99449 -1.12480  O53 1.413, H62 1.094, H63 1.093, H64 1.090
55 N 8.07018 2.75001 1.21051  C51 1.465, H65 1.015, H66 1.017
56 H 7.50442 5.19855 0.42814  C50 1.089
57 H 9.25458 5.13893 0.52464  C50 1.089
58 H 8.46754 5.24163 -1.05421  C50 1.092
59 H 9.38335 2.94843 -0.38312  C51 1.095
60 H 7.67131 1.65167 -1.31910  C52 1.093
61 H 7.62217 3.19621 -2.17217  C52 1.099
62 H 5.81395 4.48726 -2.01968  C54 1.094
63 H 5.50233 4.67205 -0.27107  C54 1.093
64 H 4.36505 3.77902 -1.28289  C54 1.090
65 H 8.17138 1.73977 1.20414  N55 1.015
66 H 7.08158 2.90311 1.39312  N55 1.017

## Properties
net charge: -1
LUMO energy: 2.30 eV